C41H60GeN7P3Pb as an isolated structure, computed with ωB97M-V with the def2-TZVPD basis set.

Each line ends with the Mulliken spin population.
Geometry (Å):
Pb 0.20739 3.01508 0.28529  0.00
C -0.26020 -0.11399 3.18584  0.01
C -1.48104 0.80567 3.23038  0.00
C -1.32812 1.86132 4.32817  0.00
P -1.74745 1.59787 1.58820  0.01
C -2.56197 0.40233 0.40776  0.00
N -1.91795 -0.86900 0.09903  0.01
Ge -0.52718 -1.19476 -1.04639  -0.03
N 1.26335 -1.17152 -0.22754  0.28
C 2.24816 -0.11840 -0.48294  -0.03
P 2.39642 1.32316 0.68579  0.02
C 3.17020 0.67494 2.23503  0.01
C 2.98776 1.64110 3.41253  0.00
C 4.64535 0.29181 2.08793  0.00
C 3.57495 2.40641 -0.26112  0.01
C 3.98726 3.59741 0.61673  0.00
C 4.79263 1.76100 -0.92197  0.00
C 1.68713 -2.37767 0.18186  0.24
C 2.99998 -2.64631 0.67465  0.05
C 3.41076 -3.93190 0.87556  0.03
C 2.55527 -5.00561 0.58576  0.20
C 1.24579 -4.77165 0.16209  -0.01
C 0.79955 -3.48289 0.02828  0.13
N -0.56641 -3.14283 -0.30489  0.00
C -1.41821 -3.08949 0.89033  0.04
C -1.49597 -4.13075 1.80243  -0.01
C -2.41556 -4.06359 2.83272  0.00
C -3.25218 -2.95999 2.90926  0.00
C -3.13551 -1.90388 2.01907  0.00
C -2.17774 -1.93178 1.00513  0.00
C -1.10749 -3.96208 -1.41108  0.01
C -1.68147 -5.20744 -1.25449  0.00
C -2.08504 -5.90191 -2.38795  0.00
C -1.90974 -5.34379 -3.64492  0.00
C -1.36480 -4.07578 -3.80046  0.00
C -0.97625 -3.36621 -2.67328  0.00
N -0.50974 -2.04385 -2.66894  0.00
C -0.49022 -1.19404 -3.84170  0.00
P -0.68870 0.45182 -3.04865  -0.01
C 0.41380 1.67859 -3.89423  0.00
C 0.04911 1.78676 -5.38317  0.00
C 1.90147 1.35447 -3.75168  0.00
C -2.39307 0.94401 -3.56415  0.00
C -2.71186 2.38066 -3.16281  0.00
C -3.50331 -0.03511 -3.19068  0.00
C -3.06337 2.87360 1.84581  0.00
C -4.33703 2.30199 2.47278  0.00
C -3.39378 3.65249 0.57188  0.00
H -0.10184 -0.56245 4.16770  0.00
H 0.63033 0.46771 2.94102  0.00
H -0.36214 -0.92251 2.46310  0.00
H -2.37784 0.21576 3.42527  0.00
H -0.52936 2.56658 4.09566  0.00
H -1.07275 1.36077 5.26268  0.00
H -2.24478 2.42249 4.49928  0.00
H -2.72006 0.97147 -0.50919  0.00
H -3.56587 0.18489 0.76533  0.00
H 1.99959 0.32710 -1.44333  0.01
H 3.23138 -0.56624 -0.61193  0.01
H 2.58182 -0.22929 2.44280  0.00
H 3.58622 2.54469 3.29258  0.00
H 3.32659 1.15237 4.32628  0.00
H 1.95003 1.93989 3.54835  0.00
H 5.27880 1.17752 2.09531  0.00
H 4.87618 -0.26637 1.18004  0.00
H 4.93879 -0.31822 2.94352  0.00
H 2.93538 2.80082 -1.06313  0.00
H 4.70768 3.30089 1.37882  0.00
H 3.14315 4.06904 1.12374  0.00
H 4.46586 4.35327 -0.00555  0.00
H 5.52743 1.43297 -0.19146  0.00
H 5.27749 2.51038 -1.54914  0.00
H 4.54438 0.91948 -1.57168  0.00
H 3.67320 -1.83595 0.89616  0.01
H 4.40847 -4.12849 1.24468  0.01
H 2.90364 -6.02240 0.70975  -0.01
H 0.59107 -5.60326 -0.05900  0.01
H -0.85164 -4.99438 1.70920  0.00
H -2.49426 -4.86873 3.54906  0.00
H -4.00603 -2.90809 3.68377  0.00
H -3.80761 -1.06940 2.14269  0.00
H -1.83484 -5.63598 -0.27344  0.00
H -2.53542 -6.87908 -2.28644  0.00
H -2.21483 -5.89783 -4.52248  0.00
H -1.24912 -3.65214 -4.78912  0.00
H -1.35746 -1.38596 -4.48025  0.00
H 0.41288 -1.28187 -4.44984  0.00
H 0.20389 2.64216 -3.41934  0.00
H 0.19299 0.83500 -5.89970  0.00
H 0.72093 2.50978 -5.84557  0.00
H -0.96298 2.14048 -5.56429  0.00
H 2.12649 0.30905 -3.97689  0.00
H 2.29848 1.60275 -2.77059  0.00
H 2.46113 1.95741 -4.46666  0.00
H -2.28192 0.88231 -4.65029  0.00
H -2.72913 2.48788 -2.07539  0.00
H -3.70396 2.64690 -3.52957  0.00
H -2.00817 3.10531 -3.57266  0.00
H -3.87682 0.12292 -2.18199  0.00
H -3.22446 -1.08395 -3.29592  0.00
H -4.34642 0.14708 -3.85846  0.00
H -2.59863 3.56289 2.55831  0.00
H -4.89024 1.67983 1.76626  0.00
H -4.99830 3.12191 2.75412  0.00
H -4.14243 1.72026 3.37379  0.00
H -3.88008 3.02269 -0.17671  0.00
H -2.52267 4.12803 0.11296  0.00
H -4.09146 4.45516 0.81155  0.00
N 0.66218 3.85810 2.22177  0.00
C 1.23209 4.62328 2.92852  0.00
N 1.85335 5.39595 3.67199  0.00
C 3.00382 5.00311 4.21945  0.00
N 4.00287 4.66799 4.68725  0.00

Cartesian forces, eV/Å:
Pb 0.1 0.0 -0.1
C 0.0 0.1 0.0
C 0.1 -0.1 -0.1
C 0.1 0.1 0.0
P -0.3 0.0 0.1
C 0.0 0.0 -0.3
N -0.1 0.1 0.5
Ge 0.1 0.1 -0.3
N 0.1 0.1 -0.1
C 0.1 0.0 0.0
P 0.1 0.0 0.0
C -0.1 0.0 0.0
C 0.0 0.0 -0.1
C 0.0 0.0 0.0
C 0.0 0.0 0.0
C 0.0 0.0 0.0
C 0.0 0.0 0.0
C 0.2 0.1 0.1
C 0.0 0.0 0.0
C 0.1 0.1 0.0
C -0.1 -0.1 0.0
C 0.0 0.0 0.0
C -0.2 -0.3 0.0
N -0.1 -0.1 0.0
C 0.1 -0.1 -0.1
C 0.0 0.0 -0.1
C 0.0 0.0 0.0
C 0.0 0.0 0.0
C 0.0 0.1 0.0
C -0.1 0.0 0.1
C 0.0 0.2 -0.3
C 0.0 0.0 -0.1
C 0.0 0.0 0.0
C 0.0 0.0 0.0
C 0.0 0.0 0.0
C 0.0 -0.1 0.2
N 0.2 -0.3 0.1
C -0.1 0.0 0.1
P -0.1 0.0 -0.2
C 0.0 0.1 0.1
C 0.0 -0.1 0.0
C 0.0 0.0 0.0
C 0.1 0.0 0.0
C -0.1 0.0 0.0
C -0.1 0.0 0.1
C 0.0 0.0 0.0
C 0.0 -0.1 0.0
C 0.0 0.0 0.0
H 0.0 0.0 0.0
H -0.1 0.0 0.0
H 0.0 -0.1 -0.1
H 0.0 -0.1 0.0
H 0.0 0.0 0.0
H 0.0 0.0 0.0
H 0.0 0.0 0.0
H 0.1 0.0 -0.1
H -0.1 0.1 0.0
H -0.1 0.0 0.0
H 0.0 0.0 0.0
H 0.0 0.0 0.0
H 0.0 -0.1 0.0
H 0.0 0.0 0.0
H 0.0 0.0 0.0
H 0.0 0.0 0.0
H 0.0 0.0 0.0
H 0.0 0.0 0.0
H 0.0 0.0 0.0
H 0.0 0.0 0.0
H 0.0 0.0 0.0
H 0.0 0.0 0.0
H 0.0 0.0 0.0
H 0.0 0.0 0.0
H 0.0 0.0 0.0
H 0.0 0.0 0.0
H 0.0 0.0 0.0
H 0.0 0.0 0.0
H 0.0 0.0 0.0
H 0.0 0.0 0.0
H 0.0 0.0 0.0
H 0.0 0.0 0.0
H 0.0 0.0 0.0
H 0.0 0.0 0.0
H 0.0 0.0 0.0
H 0.0 0.0 0.0
H 0.0 0.0 0.0
H 0.0 0.1 -0.1
H 0.0 0.0 0.1
H 0.0 0.0 0.1
H 0.0 0.0 0.0
H 0.0 0.0 0.0
H 0.0 0.0 0.0
H 0.0 0.0 0.0
H 0.0 0.0 0.0
H 0.0 0.0 0.0
H 0.0 0.1 0.0
H 0.0 0.1 0.0
H 0.0 0.0 0.0
H 0.0 0.0 0.0
H 0.1 0.0 0.2
H 0.0 0.0 0.0
H 0.0 -0.1 0.0
H 0.0 0.0 0.0
H 0.0 0.0 0.0
H 0.0 0.0 0.0
H 0.0 0.0 0.0
H 0.0 0.0 0.0
H 0.0 0.0 0.0
H 0.0 0.0 0.0
N -0.6 0.2 0.2
C 0.5 -0.2 -0.2
N -0.3 0.1 0.0
C 0.2 0.0 0.2
N 0.0 0.0 -0.1

Multiplicity   2
Total charge   +3
LUMO (alpha / beta)   -7.9 / -11.0 eV
Total energy   -5274.542704 Eh
Expectation value of S²   0.780
HOMO-LUMO gap (alpha / beta)   7.52 / 4.45 eV



C41H61AsBrN4O2RuSbSi3 as an isolated structure, computed with ωB97M-V with the def2-TZVPD basis set.

Each line ends with the Mulliken spin population.
Geometry (Å):
Ru -0.62020 -0.08182 -0.71571  4.05
O 1.92105 -3.21987 -0.72504  0.00
C 1.20557 -4.25410 -1.23446  -0.01
C 1.65031 -5.54357 -0.95608  0.00
C 0.98238 -6.64157 -1.46648  0.00
C -0.13154 -6.47166 -2.28192  0.00
C -0.56630 -5.18679 -2.55527  0.00
C 0.06492 -4.06501 -2.02244  0.00
C -0.50664 -2.70015 -2.34367  -0.02
O 0.21333 -1.63328 -1.85156  0.17
N -1.89321 -2.62249 -1.79792  0.01
N -2.35699 -1.37158 -1.79160  0.08
C -3.59982 -1.08452 -1.84614  0.04
C -4.01765 0.31403 -1.89797  0.00
Br -2.54186 1.54328 -1.97101  0.11
C -5.24055 0.83864 -1.88255  -0.01
C -6.52511 0.11071 -1.88154  0.00
C -7.56555 0.63481 -1.11551  0.00
C -8.78958 -0.01146 -1.04953  0.00
C -8.99634 -1.17858 -1.77065  0.00
C -7.98139 -1.68506 -2.57073  0.00
C -6.75429 -1.04390 -2.62892  0.00
H 1.49301 -2.40034 -1.07111  0.03
H 2.53384 -5.65795 -0.34224  0.00
H 1.34265 -7.63692 -1.24294  0.00
H -0.63908 -7.32489 -2.70870  0.00
H -1.41147 -5.04626 -3.22381  0.00
H -0.58209 -2.61163 -3.43892  0.01
H -2.54497 -3.35605 -2.05888  0.00
H -4.35747 -1.86100 -1.89777  0.00
H -5.31676 1.91906 -1.82684  0.00
H -7.40930 1.55206 -0.56057  0.00
H -9.58481 0.40084 -0.44370  0.00
H -9.95431 -1.67897 -1.73064  0.00
H -8.15212 -2.57087 -3.16753  0.00
H -5.99823 -1.41538 -3.30808  0.00
C 1.58838 1.29919 3.80444  0.02
Sb 1.30852 1.68649 1.70866  0.02
C -0.51328 0.49878 1.47405  0.42
C -0.63172 -0.89823 1.95914  -0.16
C -0.70882 -1.33448 3.27989  0.02
C -0.92881 -2.67656 3.52417  0.01
C -1.06035 -3.55952 2.45841  0.00
C -0.98210 -3.05932 1.17521  0.05
N -0.77558 -1.75755 0.94293  -0.04
Si -2.04044 1.49828 2.03084  0.00
C -3.57553 0.54401 1.53880  0.06
C -2.04393 3.21941 1.32796  0.01
C -2.12592 1.70819 3.88281  0.03
C 3.08719 0.56945 0.94830  0.01
C 2.84443 0.28549 -0.51062  0.00
C 3.86442 -0.19546 -1.34501  0.00
C 3.70060 -0.26005 -2.71474  0.01
C 2.50981 0.17941 -3.27887  0.00
C 1.54616 0.61427 -2.40833  0.05
N 1.66946 0.64213 -1.07006  0.00
Si 3.75749 -0.94164 1.92330  0.00
C 2.41086 -2.09813 2.45643  0.00
C 4.90457 -2.02901 0.92006  0.00
C 4.70860 -0.39930 3.43440  0.00
Si 4.38067 2.00708 0.87679  0.00
C 4.35016 3.09462 2.39538  0.00
C 6.13704 1.42367 0.64170  0.00
C 3.92899 3.07614 -0.58406  0.00
H 0.76519 1.76676 4.33814  0.00
H 2.51729 1.76117 4.12831  0.00
H 1.61324 0.23846 4.04102  -0.01
H -0.58547 -0.63060 4.08919  0.01
H -0.99070 -3.03831 4.54262  0.00
H -1.22765 -4.61516 2.61574  0.00
H -1.08558 -3.69861 0.31104  0.00
H -4.01379 0.91119 0.60920  0.00
H -4.33928 0.63118 2.31444  0.00
H -3.36183 -0.52125 1.41198  -0.02
H -2.02996 3.23809 0.24136  -0.01
H -1.17865 3.78184 1.68584  0.00
H -2.94130 3.74441 1.66760  0.00
H -2.18274 0.76035 4.41794  0.00
H -3.05310 2.25146 4.08949  0.00
H -1.30884 2.29713 4.29740  0.00
H 4.80691 -0.47601 -0.90706  0.00
H 4.50135 -0.63515 -3.33889  0.00
H 2.32439 0.15646 -4.34237  0.00
H 0.59788 0.97503 -2.80349  -0.01
H 1.68275 -2.27596 1.66357  0.00
H 1.89287 -1.74991 3.34816  0.00
H 2.86394 -3.06509 2.69255  0.00
H 4.35611 -2.57952 0.15234  0.00
H 5.30371 -2.76708 1.62206  0.00
H 5.75588 -1.53245 0.45813  0.00
H 4.06669 -0.06003 4.24495  0.00
H 5.44024 0.38128 3.23345  0.00
H 5.26528 -1.26669 3.79945  0.00
H 4.62651 2.56983 3.30851  0.00
H 3.39322 3.59246 2.55977  0.00
H 5.09336 3.88015 2.23270  0.00
H 6.43456 0.61680 1.30794  0.00
H 6.79607 2.27193 0.84640  0.00
H 6.32670 1.10763 -0.38579  0.00
H 2.86666 3.33013 -0.56684  0.00
H 4.14300 2.58524 -1.53558  0.00
H 4.49670 4.00936 -0.55102  0.00
C 0.66866 5.22714 -0.53028  0.00
As 0.00728 3.83307 -1.71749  0.03
C -1.48869 4.87128 -2.44929  0.00
C 1.20802 4.05659 -3.24704  0.00
H 0.98465 6.08951 -1.11628  0.00
H 1.49589 4.86330 0.07490  0.00
H -0.14420 5.51844 0.13372  0.00
H -1.14566 5.86527 -2.73706  0.00
H -2.27581 4.96884 -1.70179  0.00
H -1.89532 4.37027 -3.32748  0.00
H 1.52741 5.09538 -3.32869  0.00
H 0.66174 3.78260 -4.14990  0.00
H 2.08406 3.41669 -3.15708  0.00

Cartesian forces, eV/Å:
Ru 0.2 -0.3 0.7
O -0.1 0.1 -0.1
C 0.1 0.2 0.0
C 0.0 -0.1 0.0
C 0.0 0.0 0.0
C 0.0 0.1 0.0
C 0.0 0.0 0.0
C 0.0 -0.1 0.0
C 0.0 0.0 -0.1
O 0.1 -0.1 0.0
N 0.1 -0.1 0.3
N -0.1 0.2 0.0
C -0.1 0.2 -0.2
C 0.3 -0.2 0.0
Br -0.2 0.1 0.0
C -0.3 -0.1 -0.1
C 0.1 0.1 0.1
C -0.1 0.0 0.1
C 0.0 0.0 0.0
C 0.0 0.0 0.0
C 0.0 0.0 0.0
C 0.0 0.0 -0.1
H 0.0 -0.1 0.1
H 0.0 0.0 0.0
H 0.0 0.0 0.0
H 0.0 0.0 0.0
H 0.0 0.0 0.0
H 0.0 0.1 -0.1
H 0.1 0.1 -0.1
H -0.1 0.0 0.0
H 0.0 0.0 -0.1
H 0.0 0.0 0.0
H 0.0 0.0 0.0
H 0.0 0.0 0.0
H 0.0 0.0 0.0
H 0.1 0.0 0.0
C 0.1 -0.1 0.0
Sb 0.0 -0.1 0.1
C 0.1 0.0 -0.4
C 0.0 0.3 0.0
C 0.0 -0.1 0.0
C 0.0 0.0 0.0
C 0.0 0.0 0.0
C 0.1 0.1 0.0
N -0.2 -0.2 0.0
Si 0.2 -0.2 -0.1
C -0.1 -0.1 -0.1
C 0.0 0.2 0.0
C -0.1 0.0 0.2
C -0.3 -0.2 -0.3
C 0.0 0.0 0.2
C 0.1 0.0 -0.1
C 0.0 -0.1 0.1
C 0.2 0.0 0.1
C -0.1 0.3 -0.2
N -0.1 -0.1 -0.3
Si 0.0 0.1 -0.1
C -0.2 -0.1 0.1
C 0.1 -0.1 -0.1
C 0.1 0.0 0.1
Si -0.1 0.0 0.0
C 0.0 0.0 0.1
C 0.1 -0.1 -0.1
C 0.0 0.1 -0.1
H 0.0 0.0 0.0
H 0.0 0.0 0.0
H 0.0 0.0 0.0
H 0.0 0.0 0.0
H 0.0 0.0 0.0
H 0.0 0.0 0.0
H 0.0 0.0 0.0
H 0.0 0.0 0.0
H 0.0 0.0 0.0
H 0.0 0.0 0.0
H 0.0 0.0 -0.1
H 0.0 0.0 0.0
H 0.0 0.0 0.0
H 0.0 0.0 0.0
H 0.0 0.0 0.0
H 0.0 0.0 0.0
H 0.0 0.0 -0.1
H 0.0 0.0 0.0
H 0.0 0.1 0.0
H 0.0 0.0 0.0
H 0.0 0.0 0.0
H 0.0 0.0 0.0
H 0.0 0.0 0.0
H 0.0 0.0 0.0
H 0.0 0.0 0.0
H 0.1 0.0 0.1
H -0.1 0.0 0.0
H 0.0 0.0 0.0
H 0.0 0.0 0.0
H 0.0 0.0 0.1
H 0.0 0.0 0.0
H 0.0 0.0 0.0
H 0.0 0.0 0.0
H 0.0 0.0 0.0
H 0.0 0.0 0.0
H 0.0 0.0 0.0
H 0.0 0.0 0.0
H 0.0 0.0 0.0
C 0.1 0.0 0.1
As -0.2 -0.2 -0.1
C 0.1 0.1 0.0
C 0.0 0.1 0.0
H 0.0 0.0 0.0
H 0.0 0.0 0.0
H 0.0 0.0 0.0
H 0.0 0.0 0.0
H 0.0 0.0 0.0
H 0.0 0.0 0.0
H 0.0 0.0 0.0
H 0.0 0.0 0.0
H 0.0 0.0 0.0

Multiplicity   6
Total charge   +1
LUMO (alpha / beta)   -2.7 / -4.0 eV
Total energy   -7981.568609 Eh
Expectation value of S²   8.759
HOMO-LUMO gap (alpha / beta)   7.34 / 6.27 eV